Here is C25H31N3OP2Tc as an isolated structure at a distorted geometry from the OMol25 dataset. Energies are from ωB97M-V with the def2-TZVPD basis set.

Each line ends with the Löwdin charge.
CARTESIAN COORDINATES (ANGSTROEM)
C -2.18988 -0.56123 -4.47683  0.016
C -1.55415 0.09848 -3.42448  -0.227
C -2.18371 0.12317 -2.15688  -0.183
C -3.35210 -0.65401 -1.91079  -0.150
C -3.94551 -1.35071 -3.00075  0.020
C -3.37960 -1.28088 -4.26185  -0.029
C -3.81669 -0.68732 -0.58600  0.084
C -3.53859 0.38556 0.27375  -0.161
C -2.39759 1.18239 -0.03343  -0.187
C -1.95562 2.20028 0.84459  -0.221
C -2.71822 2.47015 1.98149  0.010
C -3.86628 1.71460 2.28188  -0.032
C -4.27344 0.68468 1.45295  0.016
H -1.74219 -0.52967 -5.47098  0.135
H -4.86156 -1.91615 -2.80974  0.134
H -3.84339 -1.80015 -5.10153  0.126
H -4.64302 -1.35095 -0.33869  0.149
H -2.40074 3.26925 2.65172  0.133
H -4.42799 1.93927 3.18944  0.125
H -5.15632 0.07798 1.67285  0.134
N -1.55378 0.68062 -1.03464  -0.139
Tc 0.09608 -0.28752 -0.33051  0.837
C -0.18607 0.71843 -3.54369  -0.248
H -0.17089 1.77166 -3.22929  0.100
H 0.22387 0.62991 -4.55469  0.102
C -0.62769 2.86063 0.55286  -0.248
H -0.57427 3.23736 -0.47924  0.102
H -0.42253 3.67665 1.25209  0.103
P 0.97078 -0.20805 -2.39623  0.708
P 0.74458 1.60116 0.71887  0.780
C 0.92703 1.65980 2.54546  -0.212
H 1.78421 1.05207 2.86071  0.047
H 1.08131 2.70148 2.85849  0.070
H 0.01925 1.27354 3.02545  0.054
C 2.20737 2.54536 0.17211  -0.224
H 2.34407 3.41908 0.82553  0.072
H 3.09327 1.89890 0.24261  0.061
H 2.08221 2.88212 -0.86469  0.040
C 1.08793 -1.76045 -3.35607  -0.227
H 1.38284 -1.53321 -4.38936  0.069
H 1.83701 -2.40416 -2.87926  0.056
H 0.11895 -2.27478 -3.34736  0.059
C 2.54317 0.61229 -2.79945  -0.215
H 3.36325 0.04967 -2.33578  0.066
H 2.66215 0.61376 -3.89207  0.073
H 2.55394 1.64138 -2.42185  0.028
H -1.52012 -1.35043 0.06103  0.095
H 1.28460 -1.40689 -0.74078  0.016
N 5.01390 -2.19530 4.07731  0.190
C 4.42980 -1.70477 2.94041  -0.471
O 5.08124 -1.18330 2.03473  0.061
C 2.93319 -1.79252 2.87742  -0.092
C 2.09861 -2.18896 3.93078  0.031
C 0.72340 -2.16800 3.73444  -0.008
C 0.18683 -1.72677 2.51833  -0.122
N 0.98597 -1.32101 1.51879  -0.118
C 2.33365 -1.37138 1.67982  -0.076
H 6.02282 -2.20128 4.10015  0.129
H 4.52188 -2.74882 4.76218  0.099
H 2.51412 -2.50172 4.88494  0.125
H 0.02550 -2.47061 4.50375  0.123
H -0.89634 -1.68311 2.32903  0.102
H 2.91948 -1.05757 0.81093  0.113

Properties
Kohn-Sham gap (alpha / beta)   6.515 / 6.239 eV
ΔE to the lowest compared entry with this formula, charge and spin   12.30 kcal per mole
Multiplicity   4
Calculated total energy   -1973.6935 Eh
E_LUMO (alpha / beta)   -0.2709 / -0.2906 hartree
⟨S²⟩   3.768
Charge   +2